Below is a molecular structure, C53H54GeN9O5STi, with properties calculated with ωB97M-V/def2-TZVPD.

Results
Orbital gap (spin up / spin down) ... 6.2 / 7.5 eV
E_tot ... -169952.83176 eV
Multiplicity ... 3
Maximum force ... 2.04 eV Å⁻¹
ΔE to the lowest compared entry with this formula, charge and spin ... 0.000 eV
Charge ... +1
Molecular weight ... 1049.6 u

CARTESIAN COORDINATES (ANGSTROEM)
Ti 0.325452 -0.482610 -2.277821
N 4.030827 -1.319426 1.980388
C 3.560174 -1.829405 0.828663
N 3.115543 -1.149031 -0.162351
C 3.118402 0.241960 -0.084953
N 2.732161 1.006146 -1.027799
N 2.017310 0.565275 -2.141176
C 2.374368 1.213317 -3.255869
C 1.651580 0.919571 -4.423500
C 1.938473 1.460858 -5.696098
C 1.179673 1.096551 -6.769771
C 0.117160 0.183913 -6.586572
C -0.113167 -0.310940 -5.329555
N 0.620574 0.024643 -4.251042
C 3.689750 0.880467 1.115348
C 3.790589 2.262848 1.264029
C 4.270398 2.808147 2.438988
C 4.668176 1.977289 3.483860
C 4.604993 0.604543 3.344520
C 4.116447 0.063953 2.161644
H 4.382117 -1.930902 2.696100
H 3.583417 -2.913458 0.748946
H 3.222897 1.885559 -3.246479
H 2.770416 2.148877 -5.797269
H 1.388251 1.498184 -7.754617
H -0.509194 -0.120837 -7.414683
H -0.919314 -1.009307 -5.142706
H 3.480805 2.885583 0.435230
H 4.334767 3.882996 2.550439
H 5.031408 2.402806 4.411796
H 4.931012 -0.050461 4.146554
N -0.776668 1.482652 -2.201964
C -2.234298 1.211854 -2.283529
C -2.825727 1.959108 -3.487906
C -4.270641 1.632013 -3.867420
C -5.303513 2.010923 -2.815107
N -5.088868 1.139951 -1.667781
C -5.312755 1.410737 -0.402305
N -4.734466 0.653146 0.523704
N -6.105193 2.434311 -0.036959
C -2.470597 -0.308785 -2.374777
O -3.591233 -0.756588 -2.088091
O -1.483181 -0.999931 -2.790594
H -0.536248 1.803772 -1.272547
H -0.500534 2.197636 -2.859202
H -2.704327 1.537172 -1.364527
H -2.199204 1.745822 -4.360729
H -2.740955 3.030070 -3.279350
H -4.367908 0.561824 -4.066317
H -4.510280 2.155772 -4.793492
H -6.305539 1.876893 -3.228777
H -5.190444 3.059683 -2.523091
H -4.510028 0.291634 -1.854040
H -3.906859 0.117190 0.282515
H -4.852674 0.852110 1.501712
H -6.698826 2.870760 -0.717404
H -6.322079 2.575187 0.932885
O -1.810207 0.312782 0.756622
C -0.886326 -0.496606 0.616973
O -0.129123 -0.563723 -0.424660
C -0.501906 -1.418810 1.763621
C 0.163447 -0.604691 2.892750
Ge -0.945987 0.432757 4.157739
C -0.314825 -0.134799 5.928053
C -1.167416 -0.648063 6.904458
C -0.671510 -1.058473 8.138316
C 0.685340 -0.955922 8.412330
C 1.547917 -0.441964 7.449915
C 1.048985 -0.038743 6.218417
C -0.578655 2.347763 3.999273
C -0.559889 2.975425 2.751162
C -0.310599 4.338559 2.647713
C -0.083758 5.093233 3.792766
C -0.109957 4.482503 5.040731
C -0.352863 3.117192 5.142040
C -2.898957 0.244585 4.249313
C -3.596168 -0.941085 4.015652
C -4.965284 -1.024399 4.248384
C -5.658030 0.074018 4.739933
C -4.978028 1.262420 4.984829
C -3.610855 1.346585 4.736437
H 0.207839 -2.145100 1.374364
H -1.388755 -1.949955 2.110340
H 0.868321 0.101923 2.443572
H 0.744555 -1.265029 3.537479
H -2.231412 -0.728506 6.702593
H -1.345652 -1.457798 8.887644
H 1.071012 -1.269335 9.375013
H 2.607951 -0.353980 7.664186
H 1.728112 0.366463 5.473929
H -0.752637 2.384975 1.857453
H -0.290338 4.815603 1.673472
H 0.113433 6.155850 3.712723
H 0.061213 5.070137 5.935347
H -0.364538 2.644067 6.119328
H -3.071990 -1.820066 3.654047
H -5.488264 -1.957065 4.064948
H -6.719645 0.001959 4.948631
H -5.507581 2.120525 5.384735
H -3.087063 2.275208 4.935101
O 0.867317 -2.324910 -2.575193
S 2.171770 -3.116434 -2.453149
C 1.852325 -4.513858 -3.522296
C 0.721827 -4.550812 -4.319481
C 0.509867 -5.661738 -5.124484
C 1.413031 -6.716938 -5.111744
C 2.533459 -6.673050 -4.290273
C 2.755325 -5.567087 -3.484592
C 3.364065 -2.287934 -3.500187
C 3.137420 -2.140982 -4.862670
C 4.083369 -1.489168 -5.634298
C 5.240585 -0.988553 -5.046962
C 5.459916 -1.147512 -3.686263
C 4.519940 -1.805014 -2.905587
H 0.016823 -3.729919 -4.289796
H -0.364840 -5.704250 -5.760780
H 1.239245 -7.583026 -5.739059
H 3.231691 -7.501268 -4.274359
H 3.626564 -5.519306 -2.836544
H 2.243195 -2.546302 -5.318238
H 3.917882 -1.375043 -6.698709
H 5.980008 -0.483037 -5.657178
H 6.364696 -0.762567 -3.231465
H 4.682193 -1.943734 -1.843513

Atoms 1-6, force components in eV/Å:
Ti 0.087 0.036 -0.019
N 0.103 0.124 0.229
C -0.079 -0.081 -0.085
N -0.488 -0.231 -0.193
C 0.171 -0.232 -0.388
N -0.522 1.082 -0.210

Below is 2 unconnected molecules or ions with the total composition C27H54N3O4S2, with properties calculated with ωB97M-V/def2-TZVPD.

Results
Orbital gap ... 8.7 eV
E_tot ... -63198.10576 eV
Maximum force ... 2.14 eV Å⁻¹
Charge ... +1
Molecular weight ... 548.9 u

CARTESIAN COORDINATES (ANGSTROEM)
C -0.847160 4.824769 -1.075136
C -0.527828 4.209971 -2.458056
S -1.367715 2.587361 -2.588741
C -0.056401 1.423139 -3.142042
C -0.491372 0.054664 -2.645059
N -0.880373 -0.025378 -1.225411
C -0.093367 -0.686466 -0.456831
O -0.325721 -0.886025 0.776960
C 1.088823 -1.136141 -1.267890
S 1.929777 -2.676775 -0.738589
C 2.169584 -0.043740 -0.962848
C 2.506937 0.111403 0.540571
C 2.300050 1.570844 1.013091
C 1.479143 1.675814 2.333557
C 0.355394 2.713453 2.209666
C -1.036924 2.053018 2.128453
C -2.150799 2.796056 2.851974
C -3.569993 2.409756 2.350451
C -3.699539 0.983251 1.822735
C -3.653900 -0.059805 2.931624
O -3.572392 -1.378319 2.408785
C -2.414416 -2.096202 2.781003
C 0.478752 -1.131498 -2.726453
C -0.201840 -2.521758 -2.927915
C -1.446265 -2.533423 -3.851599
C -2.806437 -2.577132 -3.128360
O -2.776137 -2.098368 -1.784951
C 1.668005 -1.028381 -3.692475
C 1.349691 -0.970781 -5.175593
C 1.031779 -2.197224 -6.012698
N 1.404082 0.163293 -5.714772
H -1.719546 4.314620 -0.677857
H -1.024255 5.889540 -1.155047
H -0.022933 4.578357 -0.412510
H 0.531489 4.011461 -2.567373
H -0.848736 4.838680 -3.279734
H 0.930918 1.736964 -2.826308
H -0.101949 1.405250 -4.220986
H -1.454772 -0.082762 -3.135222
H -1.733911 0.371560 -0.844823
H -1.282789 -0.877613 0.982120
H 0.963718 -3.222419 0.027004
H 3.074838 -0.360829 -1.476861
H 1.920241 0.932743 -1.364913
H 3.560340 -0.109100 0.673140
H 1.987959 -0.604910 1.165219
H 1.783104 2.188327 0.276861
H 3.277434 2.023346 1.142344
H 2.171764 2.002088 3.098022
H 1.114734 0.691178 2.592724
H 0.454349 3.331798 1.320157
H 0.379669 3.403267 3.051196
H -1.306316 1.952800 1.075219
H -0.950418 1.055663 2.563661
H -2.025249 3.861435 2.667130
H -2.106341 2.627402 3.924301
H -3.930206 3.118544 1.608361
H -4.251460 2.489337 3.196714
H -2.988642 0.744696 1.028183
H -4.685391 0.890830 1.367421
H -4.607831 0.017586 3.454446
H -2.876664 0.171545 3.662057
H -1.594743 -1.460300 3.128082
H -2.628869 -2.812040 3.576411
H -2.052945 -2.680906 1.931787
H -0.492376 -2.971673 -1.983393
H 0.528502 -3.168087 -3.391231
H -1.386546 -3.375665 -4.531059
H -1.420693 -1.643527 -4.479003
H -3.187901 -3.595860 -3.140544
H -3.520099 -1.964822 -3.675923
H -3.311783 -1.300445 -1.703615
H 2.318748 -1.891124 -3.545716
H 2.287780 -0.161695 -3.495963
H 1.322389 -3.141135 -5.562735
H -0.042402 -2.210714 -6.169752
H 1.461081 -2.066491 -6.997833
H 1.214654 0.098720 -6.716193
C 2.243759 -0.893183 4.834247
O 2.384662 0.289646 5.079010
N 3.243597 -1.792493 4.774735
C 3.008792 -3.192190 4.477363
C 4.603897 -1.338898 5.019309
H 1.250855 -1.338702 4.634162
H 3.353301 -3.810373 5.308091
H 3.553391 -3.475126 3.573718
H 1.946600 -3.372390 4.321257
H 4.673951 -0.905025 6.016808
H 4.872726 -0.570956 4.292972
H 5.293081 -2.175308 4.936912

Atoms 1-6, force components in eV/Å:
C 0.208 -0.763 -0.717
C -0.231 -0.254 0.426
S 0.293 0.005 0.015
C -0.611 0.508 0.317
C -0.870 -0.143 -0.080
N -0.367 0.711 0.525

Below is a molecular structure, C15H27CdN2OS3Si, with properties calculated with ωB97M-V/def2-TZVPD.

Results
Orbital gap ... 5.4 eV
E_tot ... -65969.13923 eV
Maximum force ... 0.70 eV Å⁻¹
ΔE to the lowest compared entry with this formula, charge and spin ... 1.175 eV
Charge ... -1
Molecular weight ... 488.1 u

CARTESIAN COORDINATES (ANGSTROEM)
Cd 0.108340 0.817616 0.761871
C 0.909121 0.202335 -3.321226
C 1.990275 1.282800 -3.368471
S 2.607073 1.881223 -1.777621
C 2.479212 3.698298 -2.042189
C 1.085951 4.253357 -2.254157
S 0.165405 3.550147 -0.443455
C -1.293114 2.926519 -1.328429
C -1.103851 1.995437 -2.521457
S -0.439736 0.351158 -2.132101
H 1.342006 -0.777474 -3.108222
H 0.459939 0.132435 -4.316090
H 1.614467 2.148603 -3.912723
H 2.821639 0.878020 -3.950954
H 3.200786 3.950661 -2.827068
H 2.884521 4.081540 -1.101328
H 0.718822 4.023246 -3.261903
H 1.118908 5.343498 -2.164967
H -1.942795 3.733210 -1.687891
H -1.861837 2.425750 -0.544719
H -0.434494 2.448013 -3.246217
H -2.076061 1.839882 -2.996586
C -3.336929 0.786415 3.849597
C -2.725945 -0.508398 3.374640
C -3.188678 -1.739773 3.826669
C -2.603483 -2.878532 3.290307
C -1.588576 -2.764420 2.366117
C -1.134559 -1.478449 1.982032
N -1.743980 -0.390991 2.489305
N -0.118283 -1.286233 1.085433
Si 1.082291 -2.442265 0.680078
C 2.468603 -1.530552 -0.187535
C 0.449947 -3.756688 -0.516634
C 1.825639 -3.318272 2.175516
H -3.497852 0.766058 4.928712
H -4.303839 0.950731 3.368483
H -2.677015 1.607840 3.576279
H -3.986685 -1.793450 4.555298
H -2.947525 -3.862084 3.591768
H -1.145954 -3.645695 1.924011
H 2.104920 -1.003063 -1.071420
H 3.241630 -2.232598 -0.513008
H 2.944666 -0.783818 0.452610
H 0.053541 -3.281052 -1.417105
H -0.354391 -4.350973 -0.077088
H 1.246544 -4.444109 -0.815220
H 2.153054 -2.587416 2.918803
H 2.695633 -3.910279 1.878737
H 1.116017 -3.988446 2.661498
O -0.383370 2.680238 1.168019

Atoms 1-6, force components in eV/Å:
Cd -0.406 -0.261 0.383
C -0.025 -0.144 -0.130
C 0.020 0.065 -0.046
S 0.117 -0.035 -0.113
C 0.088 0.054 -0.041
C -0.217 -0.199 0.443